[1]
This record from the OMol25 dataset describes a cluster of 6 separate species, C4H21N2O7 in total. The level of theory is ωB97M-V with the def2-TZVPD basis set.

Total energy   -21794.5626 eV
Orbital gap (alpha / beta)   9.8 / 5.5 eV
HOMO (alpha / beta)   -9.9750 / -9.9697 eV
Maximum force   6.13 eV/A
Energy relative to the best compared isomer or geometry (same formula, charge and spin)   321.2 kJ/mol
Multiplicity   2

The geometry in XYZ format:
```
34
Properties=species:S:1:pos:R:3:forces:R:3:lowdin_spin:R:1
C -0.710 2.682 -1.028 0.756 -1.725 -1.854 0.002
N -1.532 1.930 -2.118 1.748 2.052 0.129 0.003
C -0.582 1.717 -3.309 -1.841 0.911 0.991 0.000
O -0.093 0.455 -3.250 0.244 -4.054 2.276 0.001
C -0.825 2.011 0.346 -0.998 0.029 -0.473 0.033
N -1.003 0.521 0.494 2.315 1.545 -5.220 0.387
C -0.011 -0.490 -0.113 -0.596 -0.435 -1.718 0.021
O 1.158 -0.462 0.464 0.490 2.286 1.990 0.454
H 0.316 2.644 -1.507 -0.586 -0.025 1.548 0.002
H -0.866 3.778 -0.910 -0.686 -0.821 -0.153 0.000
H -1.785 1.029 -1.704 -0.071 0.309 -0.496 0.002
H -1.068 1.796 -4.306 -0.064 0.521 0.779 0.000
H 0.274 2.419 -3.211 -0.768 0.047 -0.337 0.000
H -0.423 -0.040 -2.384 0.831 1.760 -3.424 0.000
H -1.836 2.250 0.744 0.581 0.594 0.101 0.019
H -0.024 2.382 0.999 -0.409 -0.063 -0.017 0.010
H -1.086 0.473 1.424 -0.509 -1.317 4.566 0.011
H 0.185 -0.250 -1.186 -0.849 -0.169 1.059 0.000
H -0.396 -1.471 0.073 -1.191 -0.607 -0.361 0.006
H 0.766 -3.929 3.277 -2.925 1.515 3.051 0.000
H 0.177 -2.596 3.519 -0.265 -0.452 0.839 0.000
O 0.051 -3.455 3.967 2.611 -1.607 -3.115 0.000
H 2.325 -2.309 1.788 0.463 -0.113 -0.196 0.000
H 1.100 -1.449 1.879 0.880 -1.113 0.534 -0.002
O 1.535 -2.228 2.324 -0.416 1.236 -0.765 0.003
H 0.378 1.461 2.892 3.338 0.587 -1.371 0.000
H 1.399 0.934 1.753 0.031 0.730 0.932 0.000
O 1.306 1.662 2.425 -2.944 -1.324 0.917 0.009
H -2.276 -3.205 -0.739 0.999 -0.858 0.192 0.000
H -2.895 -2.014 -0.078 0.456 2.387 3.100 0.001
O -2.984 -2.592 -0.760 -1.448 -1.520 -3.277 0.002
H 3.885 -1.262 -0.931 3.407 2.035 -2.389 0.001
H 2.379 -0.863 -0.344 2.681 -1.075 -0.716 0.007
O 3.160 -1.527 -0.488 -5.265 -1.269 2.877 0.027
```
Positions in Å, forces in eV/Å.


[2]
This record from the OMol25 dataset describes a structure of composition C34H44As3FN2O13Tl. The level of theory is ωB97M-V with the def2-TZVPD basis set.

Total energy   -255488.2612 eV
Orbital gap   8.1 eV
HOMO   -10.7370 eV
Maximum force   2.65 eV/A
Total charge   +1
Energy relative to the best compared isomer or geometry (same formula, charge and spin)   31.0 kJ/mol

The geometry in XYZ format:
```
98
Properties=species:S:1:pos:R:3:forces:R:3:mulliken_charge:R:1
Tl 1.673 -2.007 -1.346 -0.471 0.215 -0.114 1.753
C 0.190 3.034 -6.636 1.154 -0.868 0.617 -1.469
C -1.102 2.725 -5.925 -0.139 0.489 -0.339 0.187
C -1.809 4.030 -5.507 1.305 -0.002 0.843 -1.068
C -3.047 3.790 -4.659 0.395 0.428 -0.738 -0.873
C -2.638 2.889 -3.526 -1.145 -0.360 0.846 1.164
C -3.396 2.884 -2.349 -0.545 1.185 -1.113 -1.016
C -3.192 1.961 -1.357 -0.484 -0.492 1.094 0.291
F -4.049 1.905 -0.316 0.193 0.271 -0.355 -0.410
C -2.193 1.050 -1.415 1.032 -0.258 -0.358 -0.942
C -1.368 1.065 -2.561 -0.388 -0.685 0.198 0.454
C -0.323 0.027 -2.621 -1.014 2.055 -0.228 1.007
O 0.011 -0.442 -1.519 0.806 -1.259 0.665 -0.652
C 0.130 -0.218 -3.915 0.364 0.929 -1.028 0.659
C -0.192 0.666 -4.956 1.059 -1.831 -0.095 -0.774
N -0.921 1.736 -4.834 -0.811 1.579 0.819 0.218
C -1.619 1.916 -3.645 -0.551 0.451 0.666 -0.711
C 1.078 -1.277 -4.296 -0.070 -1.699 -0.192 -0.281
O 0.867 -1.859 -5.364 0.691 0.307 0.593 -0.689
O 2.028 -1.588 -3.449 -0.275 0.129 -0.551 -0.718
H 0.024 3.604 -7.538 -0.139 0.119 -0.187 0.425
H 0.663 2.069 -6.903 0.007 0.775 -0.186 0.445
H 0.893 3.579 -5.984 -0.263 -0.136 -0.234 0.358
H -1.700 2.197 -6.631 -0.898 -0.231 -0.692 0.269
H -2.010 4.572 -6.425 -0.131 0.076 -0.084 0.411
H -1.072 4.651 -4.918 -0.626 -0.554 -0.544 0.358
H -3.806 3.347 -5.339 0.139 0.009 0.731 0.326
H -3.428 4.770 -4.304 0.053 -0.721 -0.032 0.439
H -4.242 3.585 -2.230 0.607 -0.420 -0.171 0.434
H -2.012 0.304 -0.637 -0.154 0.391 -0.296 0.647
H 0.213 0.431 -5.948 -0.100 0.150 0.551 0.620
N 2.649 -5.502 1.410 0.348 1.177 -0.230 -0.375
C 2.698 -4.451 0.534 -0.728 -0.300 1.191 0.236
O 2.519 -4.576 -0.662 0.138 -0.234 -0.611 -0.506
C 2.804 -3.088 1.206 -0.454 -0.938 0.388 -0.522
C 3.024 -1.956 0.287 0.418 0.416 -0.970 -1.059
H 2.369 -6.413 1.089 0.230 -0.052 0.144 0.249
H 2.861 -5.299 2.383 -0.270 -0.511 -0.411 0.217
H 3.597 -3.159 1.936 0.360 0.115 0.438 0.685
H 1.860 -2.922 1.747 0.271 -0.203 -0.002 0.319
H 3.969 -1.998 -0.251 0.245 0.071 0.308 0.840
H 2.910 -1.016 0.795 -0.038 0.370 -0.064 -0.255
C -0.204 -6.084 -1.668 -1.677 -0.966 -0.529 -0.922
As 0.285 -4.771 -2.940 0.171 0.657 1.360 0.868
C 2.008 -5.110 -3.694 -1.018 0.265 -1.095 -1.045
C -0.975 -4.554 -4.316 -0.155 0.907 -0.949 -0.944
O 0.149 -3.386 -1.961 -0.057 -0.086 -0.514 -0.549
H -0.154 -7.109 -2.067 0.199 0.314 0.234 0.407
H -1.269 -5.905 -1.382 0.834 0.006 -0.229 0.340
H 0.419 -5.929 -0.815 0.468 -0.039 0.433 0.050
H 2.655 -5.644 -3.043 0.457 -0.202 0.777 0.343
H 2.386 -4.122 -3.982 0.136 -0.322 -0.171 0.270
H 1.779 -5.750 -4.565 0.364 0.463 0.117 0.467
H -0.749 -5.183 -5.170 -0.296 -0.468 0.091 0.418
H -0.813 -3.542 -4.709 0.168 -0.010 0.213 0.203
H -2.009 -4.572 -3.979 0.124 -0.448 0.078 0.370
C 3.818 -0.007 3.126 0.016 0.434 1.114 -0.341
O 3.691 1.439 3.093 0.752 -0.535 -0.198 -0.413
C 2.560 2.076 3.327 -0.275 0.792 0.069 -0.367
O 2.542 3.283 3.461 0.399 -0.389 -0.159 -0.649
C 1.261 1.369 3.331 -0.127 -0.731 -0.296 -0.294
C 0.799 0.886 4.488 -0.905 0.430 -0.149 1.525
As -1.091 0.039 4.793 0.650 0.362 -0.444 0.201
C -1.716 0.876 6.463 0.640 0.814 0.926 -1.030
C -1.528 1.150 3.203 -0.430 0.255 0.712 0.349
C -1.053 0.567 2.089 0.403 -0.333 0.152 1.313
As 0.562 1.346 1.350 0.490 1.201 0.913 0.726
C 0.175 3.321 1.342 0.661 -0.955 -0.835 -1.532
C -0.921 -0.919 2.042 -2.181 0.276 1.173 -0.577
O 0.027 -1.569 1.735 1.522 -0.689 -0.736 -0.460
O -2.090 -1.461 2.444 -0.101 -0.424 -0.411 -0.226
C -2.162 -2.893 2.641 1.528 0.364 -0.540 -0.682
C -1.882 2.625 3.167 -0.392 -0.838 -0.779 -0.041
O -2.601 3.001 2.276 -0.166 0.287 0.263 -0.575
O -1.411 3.387 4.134 0.606 -0.506 1.031 0.015
C -1.914 4.709 4.244 1.209 1.675 -1.663 -0.872
C 1.730 0.744 5.669 -0.298 -1.012 -0.435 -0.047
O 2.264 -0.335 5.791 0.079 0.205 0.248 -0.613
O 1.922 1.699 6.551 -0.118 0.539 0.247 -0.385
C 1.271 2.980 6.386 0.560 0.040 -0.333 -0.050
H 4.139 -0.292 4.151 -0.380 0.095 -0.727 0.302
H 4.603 -0.252 2.432 0.242 0.005 -0.339 0.372
H 2.892 -0.510 2.857 -0.110 0.066 0.138 0.007
H -1.061 0.474 7.283 -0.459 0.185 -0.787 0.391
H -2.745 0.574 6.724 0.419 0.053 -0.446 0.427
H -1.622 1.983 6.523 -0.268 -0.782 -0.241 0.163
H 0.999 3.858 0.858 -0.202 -0.329 0.010 0.520
H 0.091 3.668 2.342 -0.069 0.365 0.684 0.331
H -0.749 3.411 0.796 -0.242 0.325 -0.229 0.415
H -3.175 -3.076 2.864 -1.143 -0.236 0.324 0.308
H -1.520 -3.182 3.491 -0.191 0.087 -0.444 0.300
H -1.887 -3.441 1.718 0.039 0.371 0.536 0.180
H -1.275 5.289 4.946 -0.617 -0.800 -0.210 0.260
H -2.946 4.678 4.484 -0.904 0.087 0.585 0.361
H -1.838 5.248 3.252 -0.036 -0.690 0.918 0.305
H 1.618 3.584 7.221 -0.342 -0.153 0.079 0.391
H 0.200 2.867 6.313 -0.252 -0.006 0.365 -0.163
H 1.604 3.447 5.469 0.152 0.072 -0.175 0.187
```
Positions in Å, forces in eV/Å.


[3]
This record from the OMol25 dataset describes a structure of composition C17H39BI2N3O2. The level of theory is ωB97M-V with the def2-TZVPD basis set.

Total energy   -43705.6298 eV
Orbital gap   6.6 eV
HOMO   -4.3844 eV
Maximum force   2.00 eV/A
Total charge   -1

The geometry in XYZ format:
```
64
Properties=species:S:1:pos:R:3:forces:R:3:nbo_charge:R:1
C -6.186 -4.400 1.579 -0.102 -0.977 0.122 -0.679
C -4.798 -4.267 1.083 -0.748 -1.172 -0.954 -0.168
I -4.296 -5.507 -0.558 -0.225 -0.002 0.059 0.077
C -3.960 -3.452 1.632 1.626 1.107 0.336 -0.107
I -1.952 -3.312 0.931 -0.128 0.238 0.070 0.069
C -4.188 -2.490 2.771 1.555 0.563 0.648 -0.010
O -5.033 -2.833 3.804 -0.888 -0.199 -0.497 -0.710
B -6.061 -1.737 3.811 -0.667 0.309 -0.270 0.430
O -5.281 -0.543 3.353 0.586 0.213 0.482 -0.705
C -4.488 -0.998 2.324 -1.159 -0.509 -0.322 0.245
N -5.175 -0.804 1.036 0.478 -0.107 -0.025 -0.847
H -6.630 -5.302 1.194 -0.347 -0.270 -0.286 0.207
H -6.794 -3.556 1.337 -0.443 0.581 -0.158 0.240
H -6.158 -4.498 2.652 -0.041 0.253 0.456 0.268
H -3.203 -2.405 3.234 0.362 -0.040 0.017 0.168
H -6.924 -1.921 2.937 -0.134 -0.346 -0.079 -0.185
H -6.640 -1.599 4.874 0.352 0.044 0.193 -0.122
H -3.532 -0.497 2.214 0.209 0.479 0.295 0.143
H -4.488 -0.729 0.295 -0.016 -0.128 -0.085 0.340
H -5.762 -1.600 0.831 -0.219 0.006 -0.057 0.351
C -1.410 -1.969 -3.639 0.046 -0.047 0.018 -0.619
C -0.281 -0.999 -3.963 -0.056 -0.198 -0.006 -0.210
N -0.336 0.217 -3.178 0.025 0.231 -0.031 -0.452
C 0.540 1.264 -3.665 0.046 0.109 -0.150 -0.203
C 2.056 1.020 -3.623 0.032 0.130 0.013 -0.635
C -0.363 0.031 -1.738 -0.177 -0.180 0.260 -0.222
C 0.794 -0.743 -1.096 -0.020 0.024 0.091 -0.640
H -2.380 -1.480 -3.730 0.000 0.037 0.039 0.213
H -1.385 -2.808 -4.335 0.012 -0.007 -0.004 0.207
H -1.325 -2.381 -2.632 -0.032 0.002 0.004 0.215
H -0.366 -0.722 -5.018 0.074 0.113 0.012 0.188
H 0.681 -1.527 -3.856 -0.012 -0.026 -0.035 0.153
H 0.316 2.185 -3.120 -0.025 -0.051 0.091 0.191
H 0.259 1.469 -4.704 -0.020 -0.090 -0.014 0.184
H 2.451 1.086 -2.610 0.000 -0.080 0.015 0.198
H 2.566 1.784 -4.215 -0.015 0.003 -0.010 0.205
H 2.327 0.049 -4.039 -0.022 -0.026 0.016 0.204
H -1.294 -0.478 -1.478 0.014 -0.043 -0.058 0.206
H -0.446 1.012 -1.262 0.063 0.072 -0.115 0.194
H 1.039 -1.655 -1.643 -0.038 0.006 -0.036 0.203
H 0.514 -1.039 -0.083 -0.019 0.002 -0.001 0.222
H 1.693 -0.137 -1.014 0.070 -0.049 -0.095 0.194
C 5.623 4.543 2.058 0.039 -0.013 0.031 -0.615
C 4.390 3.654 1.990 0.145 0.010 0.117 -0.212
N 4.049 3.256 0.641 -0.137 0.016 -0.161 -0.454
C 2.727 2.662 0.530 -0.257 0.000 0.038 -0.207
C 2.466 1.333 1.250 -0.033 0.032 -0.050 -0.637
C 5.102 2.596 -0.107 0.280 0.015 -0.061 -0.215
C 5.714 1.317 0.481 0.022 -0.054 -0.118 -0.638
H 5.515 5.408 1.404 -0.008 -0.022 -0.045 0.209
H 5.761 4.904 3.078 -0.004 -0.009 0.012 0.210
H 6.532 4.008 1.778 0.003 0.010 -0.011 0.199
H 3.546 4.218 2.396 -0.094 -0.078 -0.054 0.197
H 4.537 2.792 2.660 0.000 0.032 0.040 0.158
H 2.490 2.542 -0.532 0.099 -0.011 -0.028 0.190
H 2.006 3.396 0.901 0.072 0.045 0.056 0.191
H 2.945 0.498 0.742 0.065 -0.033 0.074 0.199
H 1.394 1.130 1.257 -0.008 -0.008 0.007 0.221
H 2.802 1.351 2.287 0.025 0.035 -0.001 0.205
H 5.910 3.317 -0.261 -0.017 0.024 0.068 0.187
H 4.728 2.384 -1.112 -0.135 -0.012 0.039 0.197
H 5.942 1.419 1.543 -0.020 0.026 0.012 0.203
H 6.652 1.091 -0.032 0.001 0.018 -0.005 0.207
H 5.065 0.453 0.351 -0.036 0.001 0.090 0.206
```
Positions in Å, forces in eV/Å.